# 1
A cluster of 2 separate species, C24H38N3O4 in total at a distorted geometry, computed with the ωB97M-V functional and the def2-TZVPD basis.

Each line ends with the Löwdin charge.
CARTESIAN COORDINATES (ANGSTROEM)
C: 4.601 1.086 1.573  -0.151
H: -3.604 -0.360 -3.542  0.043
H: 0.419 3.116 3.977  0.117
H: 1.523 3.351 2.111  0.112
H: 0.800 -1.255 3.732  0.062
C: -1.363 -0.630 3.144  -0.265
H: -0.391 1.905 0.398  0.131
C: 4.765 -0.510 1.863  -0.159
H: 3.757 -1.032 2.092  0.120
H: -4.894 -4.597 -3.967  0.123
H: 2.381 0.695 3.265  0.120
C: -2.732 0.348 -3.229  0.082
C: -7.933 -3.268 -3.006  -0.384
H: 1.668 2.202 4.985  0.128
H: 2.968 -2.354 -2.711  0.143
H: 5.401 -0.631 2.834  0.135
H: 3.606 0.750 -3.339  0.090
H: 3.830 1.094 -0.453  0.167
C: -0.665 3.137 -1.508  -0.177
N: 3.600 1.414 0.518  0.115
N: 2.085 2.488 2.078  0.018
C: 2.425 2.061 0.717  -0.182
C: -6.831 -4.236 -3.185  0.026
H: -0.379 4.241 -1.735  0.122
H: -0.593 -2.044 4.736  0.088
H: 1.839 0.071 -3.531  0.066
H: 2.360 -1.070 -1.474  0.120
O: 4.522 -1.155 -1.749  -0.082
H: -0.749 1.833 5.774  0.124
H: 0.271 3.703 0.441  0.131
H: -2.397 -1.171 3.114  0.119
C: 4.533 -1.822 -0.476  -0.355
H: -6.984 -5.225 -2.769  0.125
C: -0.283 -1.691 3.688  -0.135
H: -6.473 -0.588 -4.624  0.122
N: 1.603 2.274 -0.499  0.051
C: 0.206 2.722 -0.187  -0.203
C: 5.553 -1.235 0.648  -0.083
O: -4.499 -2.238 -4.971  0.078
C: -7.745 -1.912 -3.565  0.027
H: -1.101 -0.380 2.047  0.085
H: -1.711 1.583 3.250  0.112
H: -8.562 -1.215 -3.425  0.125
C: -1.545 0.711 4.012  -0.210
C: 2.970 -0.207 -3.483  -0.082
C: -6.626 -1.576 -4.208  0.015
H: -0.429 2.834 -3.714  0.128
H: -0.230 -2.565 2.939  0.083
C: -1.818 1.262 -2.973  -0.108
C: 1.504 1.372 2.913  -0.178
C: -0.305 1.148 4.937  -0.210
H: 6.141 -2.133 1.091  0.141
C: -0.470 2.152 -2.767  -0.185
H: 6.312 -0.489 0.215  0.120
H: -2.495 0.718 4.679  0.118
H: 5.641 1.457 1.194  0.147
C: 0.817 2.059 4.199  -0.169
H: 3.207 -0.707 -4.506  0.096
C: -5.524 -2.545 -4.386  -0.393
C: 3.149 -1.295 -2.299  -0.215
O: 3.804 -2.822 -0.189  0.051
H: 4.441 1.592 2.588  0.130
O: -8.956 -3.574 -2.422  0.116
H: 1.499 1.307 -0.892  0.121
H: -1.769 3.175 -1.150  0.128
H: 0.232 0.299 5.493  0.109
C: -5.711 -3.900 -3.827  0.021
H: 0.489 1.524 -2.765  0.067
H: 0.791 0.783 2.231  0.105

Calculated values
* energy relative to the best compared isomer or geometry (same formula, charge and spin): 6.088 eV
* orbital gap: 0.3053 Ha
* net charge: +1
* molar mass: 432.59 u


# 2
A structure of composition C24H38N4OP2Sn at a distorted geometry, computed with the ωB97M-V functional and the def2-TZVPD basis.

Each line ends with the Löwdin charge.
CARTESIAN COORDINATES (ANGSTROEM)
C: 3.423 -2.587 -2.859  -0.146
H: -2.545 -2.367 -2.237  0.132
C: -0.169 2.064 -0.759  -0.362
H: -3.063 0.705 0.470  0.101
H: 2.896 0.529 -4.162  0.095
H: -2.146 1.099 -1.586  0.101
H: -1.963 5.393 0.229  0.086
C: 2.634 0.299 3.504  -0.434
H: -1.147 1.236 0.967  0.069
H: 2.480 -3.374 -1.123  0.081
H: -4.497 1.593 -2.104  0.132
O: -0.780 -1.516 1.183  -0.709
H: 3.601 2.502 1.785  0.044
C: 2.560 -2.523 -1.795  -0.192
C: 1.781 -1.380 -1.555  -0.317
C: -2.712 0.283 -2.038  -0.121
H: -3.273 -0.974 0.978  0.120
H: 1.920 -0.074 4.244  0.072
H: 4.207 -1.500 -4.560  0.090
H: 3.470 1.197 0.573  0.040
N: -2.715 -0.719 -0.988  -0.186
H: 4.326 -0.448 2.376  0.073
H: 3.556 -4.216 1.300  0.033
H: -5.373 -2.452 -1.478  0.126
C: 1.676 -2.963 3.350  -0.289
H: 3.225 1.079 3.995  0.076
H: 0.855 -2.318 3.666  0.030
H: 2.295 -3.244 4.205  0.041
H: -6.003 -0.266 -1.985  0.178
C: -3.451 -0.265 0.171  -0.141
H: 2.408 2.586 0.460  0.035
H: 0.444 3.160 2.390  0.020
H: -5.339 0.872 -0.037  0.129
C: -1.023 2.133 0.361  -0.143
C: -0.603 4.415 -1.131  -0.106
H: 1.217 -3.854 2.920  0.039
H: -2.143 -0.097 -2.886  0.139
N: 1.227 0.906 -2.221  -0.005
C: 3.541 -0.843 3.027  -0.435
C: 3.524 -1.462 -3.718  -0.127
H: 1.670 2.989 3.672  0.040
N: -5.042 -0.393 -1.682  -0.097
C: -3.191 -2.000 -1.439  -0.131
C: -1.469 4.469 -0.042  -0.131
H: 4.657 -2.884 0.973  0.037
H: 4.015 -3.474 -3.042  0.080
H: -3.144 -2.704 -0.608  0.132
P: 1.631 1.062 2.151  0.827
C: 3.979 -3.301 1.719  -0.296
H: -4.377 0.484 -3.485  0.129
H: 0.707 3.204 -2.345  0.089
C: 2.911 1.923 1.167  -0.266
C: 0.042 3.245 -1.496  -0.039
C: 0.910 2.465 3.087  -0.276
C: 2.797 -0.331 -3.509  -0.061
C: -4.639 -1.819 -1.975  -0.054
N: 0.375 0.859 -1.101  -0.220
P: 2.625 -2.107 2.042  0.812
H: 0.138 2.090 3.762  0.042
H: -4.723 -1.957 -3.052  0.128
H: -0.424 5.311 -1.715  0.096
C: -4.951 -0.132 -0.202  -0.054
C: -4.170 0.604 -2.422  -0.041
H: 4.038 -1.321 3.878  0.078
H: -5.601 -0.852 0.294  0.128
C: 1.884 -0.227 -2.401  -0.409
H: -2.315 3.330 1.573  0.100
H: 4.541 -3.553 2.622  0.037
Sn: 0.475 -0.901 -0.059  1.079
C: -1.667 3.311 0.703  -0.132

Calculated values
* energy relative to the best compared isomer or geometry (same formula, charge and spin): 0.501 eV
* orbital gap: 0.1530 Ha
* molar mass: 579.25 u